[1]
DFT (ωB97M-V/def2-TZVPD) results for 2 unconnected molecules or ions with the total composition C4H12.

Positions of all 16 atoms, in Å:
H1 0.4359 -0.5784 -0.5875
H2 -0.7770 -1.2387 -1.6183
H3 1.4224 0.7003 -2.4715
H4 -1.3713 1.4399 2.6073
C1 -0.3854 1.1043 2.3383
H5 -0.3376 0.8498 -2.4281
H6 0.5883 -0.9065 2.0251
C2 0.3042 -0.9814 -1.6633
C3 -0.3513 -0.3451 1.9028
C4 0.4633 0.1460 -2.6317
H7 0.9686 -1.8604 -1.7151
H8 -0.5058 -0.4545 0.8370
H9 0.2796 1.3054 3.2185
H10 0.5370 -0.1089 -3.7068
H11 -0.0324 1.7901 1.5800
H12 -1.2386 -0.8618 2.3134

Computed properties:
⟨S²⟩ = 0.754
total charge = +1
Kohn-Sham gap (alpha / beta) = 14.0 / 4.5 eV
energy relative to the best compared isomer or geometry (same formula, charge and spin) = 38.20 kJ/mol
multiplicity = 2

[2]
DFT (ωB97M-V/def2-TZVPD) results for a molecular structure, C4H8O2.

Positions of all 14 atoms, in Å:
C1 -0.3091 -0.0009 -0.6308
C2 -1.5257 -0.4435 -0.9754
H1 -1.6647 -1.4801 -1.2446
H2 -1.0958 -0.7496 1.4876
C3 1.0914 -0.5329 -0.5524
H3 -1.0342 0.7375 1.6413
O1 -0.9953 -0.0725 2.1681
C4 1.3903 0.8420 0.0630
H4 1.5279 -0.6981 -1.5404
H5 2.0742 1.4948 -0.4852
H6 1.2682 -1.4025 0.0857
O2 0.0120 1.2499 -0.1565
H7 -2.3746 0.2258 -0.9900
H8 1.6354 0.8301 1.1294

Computed properties:
total charge = 0
Kohn-Sham gap = 10.0 eV
energy relative to the best compared isomer or geometry (same formula, charge and spin) = 214.37 kJ/mol

[3]
DFT (ωB97M-V/def2-TZVPD) results for 6 unconnected molecules or ions with the total composition C15H40F6O15PS5.

Positions of all 82 atoms, in Å:
H1 -32.9179 -25.6206 -30.1236
H2 -30.1416 -30.8474 -22.9688
F1 -29.5423 -24.0755 -26.1357
F2 -28.6943 -27.2064 -26.0966
H3 -27.6939 -25.9609 -21.6175
H4 -32.1975 -25.6262 -28.4508
C1 -30.6334 -28.9253 -21.9959
O1 -31.5500 -22.1736 -24.8467
H5 -36.5754 -27.0963 -22.9494
C2 -35.9648 -25.8631 -24.5960
C3 -36.9787 -26.2652 -23.5297
O2 -30.1297 -26.6919 -20.1324
H6 -33.2796 -22.4298 -27.2378
H7 -30.2557 -29.0855 -20.9836
H8 -25.6557 -21.8067 -22.4806
H9 -30.4684 -29.0472 -28.5350
H10 -33.9172 -25.7627 -28.6311
O3 -30.7238 -27.5877 -22.4053
O4 -27.8110 -20.7213 -22.6887
O5 -27.1888 -23.1291 -23.0227
O6 -33.7197 -25.0316 -26.1396
H11 -25.2692 -22.9932 -23.8056
C4 -29.8219 -29.8042 -22.9681
P1 -29.0685 -25.6347 -26.1677
C5 -25.3238 -23.7556 -21.7854
H12 -28.0005 -20.8837 -25.6473
H13 -25.4525 -24.7987 -22.0756
H14 -33.4644 -17.6939 -27.2637
H15 -31.8372 -27.7846 -29.6570
H16 -27.6717 -22.6156 -25.6631
H17 -33.5220 -27.9945 -29.9038
H18 -31.7531 -27.0213 -24.6820
O7 -29.5427 -22.3502 -23.4213
H19 -36.4643 -25.0690 -25.1629
H20 -31.5513 -19.8634 -28.1003
C6 -32.8231 -26.9708 -24.4975
O8 -32.5889 -24.4139 -24.0205
H21 -31.6443 -29.3400 -21.9426
H22 -26.4642 -21.4407 -24.9248
H23 -37.8689 -26.5322 -24.1028
O9 -32.2299 -20.1744 -26.1840
H24 -32.0243 -22.2015 -28.3714
H25 -32.8905 -18.2940 -28.7922
H26 -37.2566 -25.4880 -22.8199
H27 -33.9227 -19.3792 -27.8199
C7 -25.8056 -22.8134 -22.8734
C8 -32.8070 -27.5311 -29.2215
C9 -31.9048 -19.2974 -27.2374
H28 -31.2310 -18.4914 -26.9407
C10 -33.1590 -18.6021 -27.7793
C11 -30.7855 -29.4335 -27.5720
O10 -32.9860 -27.9955 -27.8702
H29 -25.7352 -23.5349 -20.8018
O11 -32.9584 -29.7849 -26.1897
S1 -29.9589 -26.4380 -21.5517
O12 -30.0161 -21.3772 -26.6382
C12 -32.9726 -26.0163 -29.1087
O13 -34.8146 -25.3501 -23.9652
F3 -29.3878 -25.6315 -24.5382
H30 -30.4953 -28.7896 -26.7447
H31 -31.9720 -23.5850 -27.3118
O14 -30.4043 -25.2111 -22.1075
H32 -28.7844 -29.8625 -22.6279
O15 -33.0589 -30.3610 -28.6331
F4 -28.7070 -25.5603 -27.7414
H33 -35.8119 -26.6633 -25.3232
F5 -27.5667 -25.2028 -25.8094
C13 -32.1974 -22.5216 -27.3414
H34 -33.3000 -27.6567 -25.1980
H35 -28.0767 -26.9326 -23.1340
H36 -29.8067 -29.4387 -23.9941
F6 -30.6148 -25.9901 -26.5211
H37 -27.9721 -27.7497 -21.6302
C14 -27.5051 -21.6905 -25.1154
S2 -33.4018 -25.3119 -24.7657
S3 -28.1863 -21.8912 -23.4648
S4 -32.5879 -29.5351 -27.5526
H38 -24.2392 -23.6949 -21.6369
S5 -31.3560 -21.5640 -26.1336
H39 -33.1495 -27.2878 -23.5106
C15 -28.2361 -26.7849 -22.0704
H40 -30.5407 -30.4768 -27.3789

Computed properties:
total charge = -1
Kohn-Sham gap = 10.2 eV

Number 1: total energy -4330.83601 eV. Number 2: total energy -8371.05999 eV. Number 3: total energy -126691.66675 eV.